76
Properties=species:S:1:pos:R:3:forces:R:3:mulliken_charge:R:1 method="wB97M-V/def2-TZVPD" e_tot_ev=-77473.854 lumo_energy_ev=-3.167 total_charge=0
N 0.3616 -2.8133 0.7004 -0.04 0.06 -0.03 0.21
C -0.3864 -1.4138 -3.6779 -0.01 -0.05 0.05 -0.73
F 1.3605 1.3842 3.1159 0.04 -0.01 0.14 -0.28
Cs 0.8679 1.3900 0.2413 -0.61 0.30 0.47 1.40
C -1.5667 0.9108 -2.8689 -0.01 -0.01 0.00 0.61
H -3.6036 -3.2465 1.7883 -0.05 0.10 0.03 0.42
F -1.7783 -3.9524 -1.8432 0.01 0.02 0.03 -0.34
H -3.7906 -2.3290 0.3025 -0.02 0.01 0.02 0.37
C -3.2604 4.5266 -1.5048 -0.01 0.00 0.00 -0.86
F 4.3660 2.1269 -3.0023 -0.01 -0.01 0.01 -0.34
H -4.3159 -1.6247 1.8427 -0.01 0.03 -0.01 0.62
C -1.6197 -1.0735 -4.2023 0.01 -0.01 -0.01 -0.74
F 4.9549 -3.2639 -2.5550 0.00 -0.01 0.00 -0.33
H 3.8036 -1.5055 3.2398 0.00 0.01 0.00 0.37
H 1.1261 -0.8113 -2.2657 0.06 0.04 -0.02 0.25
H -1.7413 7.0203 2.5458 0.00 0.00 0.00 0.42
H 3.9142 -3.1998 2.7299 0.02 0.01 0.01 0.37
C 4.8080 -1.9330 -2.6764 -0.01 0.02 -0.01 -0.17
N -1.4489 3.3388 1.4434 -0.09 -0.06 0.06 -0.08
C -1.9279 4.2579 0.6037 0.03 -0.01 0.00 0.51
C 0.1787 -0.5668 -2.7360 -0.03 0.02 -0.04 0.15
C 4.4889 0.7932 -2.8719 0.02 0.01 -0.05 0.41
H -3.0665 -0.4165 4.3912 0.01 0.00 0.00 0.29
C -2.1590 2.2074 -2.4131 0.00 -0.01 0.01 0.31
H 4.0143 -1.9196 1.5208 -0.03 -0.02 0.03 0.18
H 3.2103 -3.8761 0.1738 -0.03 -0.04 0.04 0.26
C -1.0932 3.7197 2.6672 0.00 -0.01 -0.02 0.10
C 3.9731 -1.2527 -1.8141 0.05 -0.02 -0.06 -0.09
H -2.1132 -1.7210 -4.9153 0.00 0.00 0.00 0.43
F 5.9864 0.8078 -4.6895 -0.02 -0.01 0.02 -0.31
F 3.3216 -1.9726 -0.8583 -0.01 0.08 -0.06 0.02
O 2.9910 0.7395 -1.0197 0.64 -0.28 -0.46 -0.93
C -1.8459 -1.1364 2.7912 0.00 0.03 -0.09 -0.06
C -3.5960 4.0806 -2.7697 0.00 0.01 0.00 -0.72
C 2.3377 -4.2523 0.7078 -0.03 -0.03 0.07 -1.64
C 5.4968 -1.2479 -3.6588 0.01 -0.01 0.01 0.58
H -3.2564 2.5514 -4.2342 0.00 0.00 0.00 0.40
H -2.3781 6.3379 0.2586 0.00 0.00 0.00 0.31
H 2.6863 -4.8337 1.5618 0.00 -0.01 0.01 0.42
O -1.6470 -1.9494 -0.5691 0.05 0.16 -0.24 -0.23
H -0.8905 5.2749 4.1319 0.00 0.00 0.00 0.42
C -2.2167 -1.6290 1.5763 -0.10 -0.05 0.24 1.25
N 1.2225 -1.5645 2.9482 -0.08 -0.11 -0.06 0.02
H -1.9281 -1.6709 4.8383 0.00 -0.01 0.00 0.37
C -3.0337 2.9093 -3.2396 -0.01 0.00 0.01 -0.79
N -0.6988 -0.3525 2.8003 0.00 -0.03 0.13 0.50
O 1.7197 -0.8200 3.9597 -0.05 0.14 0.01 -0.50
H -0.6981 2.9422 3.3117 0.01 0.01 0.00 0.37
C 3.7625 0.1426 -1.8456 0.03 -0.01 0.09 0.05
H -3.2010 0.3764 -4.1684 0.00 0.00 0.00 0.38
O -0.0035 -3.5124 -0.3878 -0.07 -0.09 -0.06 -0.54
C 5.3237 0.1254 -3.7438 0.01 0.03 -0.01 0.23
H -3.7106 5.4232 -1.1049 0.00 0.00 0.00 0.34
N -0.3909 0.5683 -2.3450 -0.04 -0.04 -0.12 -0.13
H -3.3842 -2.0989 3.9220 0.00 0.01 0.00 0.47
N -1.3624 -1.3430 0.4873 -0.11 0.28 0.05 0.50
C -1.1928 5.0244 3.1247 0.00 0.01 -0.03 -0.93
F 6.3200 -1.8921 -4.5058 -0.02 -0.01 0.00 -0.33
C 3.5404 -2.2116 2.4607 0.02 -0.02 -0.01 -1.32
F 1.2201 0.9628 5.3690 -0.02 0.02 0.00 -0.32
C -2.6110 -1.3489 4.0522 0.02 0.01 0.02 -1.57
B 1.0664 0.4845 4.1144 0.06 -0.07 0.08 0.86
C -2.2253 0.1036 -3.7911 0.00 0.01 0.00 -0.77
H 0.1176 -2.3272 -3.9616 0.00 0.01 0.00 0.46
H -4.2889 4.6419 -3.3828 0.00 0.00 0.00 0.43
C -2.0342 5.5985 0.9674 0.00 0.02 0.00 -0.83
C -2.3447 3.7905 -0.7575 0.00 0.00 0.02 0.68
C 1.5027 -3.1071 1.1930 0.14 -0.06 -0.14 0.64
B -1.4414 -3.5558 -0.6043 0.19 -0.30 0.03 0.82
O -0.4506 0.0713 3.9637 0.01 0.01 -0.03 -0.50
C -1.6668 5.9832 2.2460 0.00 -0.01 -0.01 -0.43
H 1.7685 -4.8888 0.0408 -0.01 -0.01 0.00 0.40
C -3.5620 -2.2459 1.3594 -0.12 0.09 0.12 -2.18
C 2.0574 -2.2455 2.2695 0.00 0.06 -0.01 0.51
N -1.8136 2.6528 -1.2042 -0.01 -0.04 -0.03 0.13
F -2.1244 -4.1426 0.4259 0.21 -0.13 -0.19 -0.29

***

54
Properties=species:S:1:pos:R:3:forces:R:3:mulliken_charge:R:1 method="wB97M-V/def2-TZVPD" e_tot_ev=-25310.260 smiles=CCO.CCO.CCO.CCO.CCO.CCO lumo_energy_ev=0.513 total_charge=0
H -1.9692 1.2867 0.4139 -0.76 -0.09 -0.73 0.14
H -1.2748 -0.4280 -1.8420 0.51 0.01 0.26 0.30
H -2.2873 -3.5704 -0.4081 0.52 -0.15 -0.22 0.27
H 1.6947 -1.5426 0.0427 -0.08 -0.38 -0.13 0.00
C 0.0041 1.0042 -0.2487 -0.06 0.89 -0.20 -0.82
H -3.2623 1.1372 5.8620 0.00 0.04 0.02 0.29
H -4.7482 -3.2312 -2.1525 0.07 -0.59 -0.16 0.25
H 3.7116 -3.2740 -0.7358 -0.04 0.63 -0.20 0.28
C 1.4444 -1.1506 -2.9015 1.62 1.27 -0.22 0.17
H 0.2138 -2.6313 -2.6525 -0.14 -0.06 -0.02 0.28
O -2.8823 1.4923 5.0538 0.00 -0.36 0.31 -0.52
H -1.4284 -0.3238 0.7337 0.07 -0.17 -0.02 0.23
H 2.2655 -3.8806 -0.0133 -0.21 0.01 0.18 0.25
H -2.8254 -4.9086 -1.4826 -0.06 -0.12 0.45 0.42
H 2.0219 -1.3032 -1.9875 -0.85 -0.02 0.62 -0.16
H -0.0047 1.9362 -0.8220 -0.53 0.14 0.01 0.37
C -1.4300 0.4525 -0.0340 2.25 -0.39 -0.30 0.07
C 2.4205 4.2985 1.1142 0.64 -0.80 0.42 -0.80
H -3.6819 3.6095 2.6391 -0.12 0.02 0.10 0.41
H 3.7767 5.8547 0.4556 -0.10 0.16 -0.18 0.24
C 3.1100 -3.2102 0.1758 0.09 -0.35 -0.36 -0.23
H 4.4998 4.2775 0.3938 -0.15 -0.20 0.09 0.29
C -4.1819 -3.2480 -1.2179 0.26 0.81 -0.59 -0.25
H -2.1155 2.9991 3.1157 0.01 0.14 0.48 0.28
H 2.4634 -2.7574 -3.6255 0.67 -0.17 -0.30 0.31
O 3.2206 4.6099 -1.1379 0.27 0.22 0.01 -0.51
H -4.7571 2.1337 4.4557 -0.16 0.32 0.21 0.29
H -3.2550 1.9237 2.4365 -0.39 -0.23 0.30 0.17
C -2.7669 -3.8249 -1.3528 -0.84 -0.68 -0.03 -0.93
O -4.1394 -1.8840 -0.7933 0.07 -0.54 0.23 -0.48
H 3.2361 -0.9836 0.5059 0.54 -0.39 0.04 0.33
O -1.9489 -0.0797 -1.2503 -1.07 0.61 0.27 -0.55
H 2.4602 5.1737 -1.3059 -0.03 -0.04 -0.17 0.30
H 1.3090 -0.0730 -2.9979 -0.10 -0.02 -0.14 0.49
H 2.2690 -1.9520 1.6243 0.09 0.09 0.06 0.37
H -3.6056 3.4075 5.1241 -0.53 0.08 0.07 0.25
C 3.5614 4.8066 0.2319 -0.61 -0.01 0.00 -0.28
O 3.9011 -3.7089 1.2396 0.10 -0.16 0.34 -0.52
C -3.1820 2.7684 3.1229 -0.04 0.29 -0.42 -0.97
H -3.3768 -1.4865 -1.2341 -0.01 0.47 0.20 0.32
C -3.7338 2.5033 4.5270 1.25 -0.31 -1.08 -0.19
C 2.4251 -1.7071 -3.9300 -1.59 -1.19 -0.90 -1.31
H 2.5301 4.6382 2.1450 -0.19 0.24 -0.04 0.35
H 2.4588 3.2087 1.1744 0.05 -0.06 -0.12 0.12
H 0.4801 1.3032 0.6866 -0.03 -0.35 0.16 0.36
O 0.1489 -1.7197 -2.9557 0.40 -0.13 0.28 -0.49
H -4.7424 -3.8227 -0.4813 0.00 0.09 0.07 0.29
H 1.9443 -1.7316 -4.9113 0.05 0.14 -0.09 0.34
H 4.0800 -4.6366 1.0646 0.10 -0.01 0.07 0.30
C 2.5874 -1.8564 0.5853 -0.62 0.54 0.13 -0.74
H -2.2033 -3.5510 -2.2455 -0.06 0.80 0.17 0.16
H 0.7172 0.4410 -0.8519 -0.28 -0.79 0.41 -0.14
H 3.4221 -1.2997 -4.0767 -0.09 0.29 0.66 0.35
H 1.4252 4.5108 0.7244 0.10 0.49 0.00 0.31